[1]
Density functional theory data (ωB97M-V with the def2-TZVPD basis set) for C13H24CeCl2N2O as an isolated structure.

CARTESIAN COORDINATES (ANGSTROEM)
1 Ce 0.468 1.262 -0.359
2 Cl 0.059 3.644 -1.309
3 Cl 1.064 2.117 2.013
4 C 2.465 0.613 -0.746
5 H 2.934 0.010 -1.540
6 H 3.128 0.865 0.113
7 C -1.064 0.387 -2.572
8 C 0.153 -0.223 -2.672
9 H -1.829 -0.007 -1.873
10 C 1.183 0.139 -3.694
11 H 0.407 -1.069 -2.003
12 C 0.953 1.566 -4.224
13 H 2.173 0.024 -3.245
14 H 1.110 -0.532 -4.567
15 C -0.498 1.754 -4.646
16 H 1.180 2.278 -3.422
17 H 1.613 1.759 -5.079
18 C -1.496 1.500 -3.489
19 H -0.664 2.761 -5.043
20 H -0.714 1.066 -5.476
21 H -1.595 2.424 -2.896
22 H -2.478 1.284 -3.932
23 C -2.104 0.306 1.437
24 N -1.288 -0.494 2.340
25 C -1.532 -0.318 3.759
26 C -1.039 -1.547 4.463
27 C 0.422 -1.708 4.161
28 N 0.593 -1.805 2.715
29 C 1.776 -2.528 2.260
30 C -0.157 -1.073 1.867
31 O 0.165 -0.904 0.635
32 H -1.628 1.302 1.230
33 H -3.048 0.513 1.964
34 H -2.334 -0.245 0.507
35 H -1.023 0.608 4.109
36 H -2.618 -0.210 3.895
37 H -1.592 -2.433 4.130
38 H -1.202 -1.429 5.531
39 H 0.814 -2.625 4.621
40 H 0.995 -0.840 4.545
41 H 2.675 -2.129 2.754
42 H 1.680 -3.582 2.566
43 H 1.894 -2.480 1.170

Results
* charge: 0
* Kohn-Sham gap (alpha / beta): 6.931 / 6.920 eV
* HOMO level (alpha / beta): -0.2485 / -0.2485 Eh
* E_LUMO (alpha / beta): 0.17 / 0.16 eV

***

[2]
Density functional theory data (ωB97M-V with the def2-TZVPD basis set) for C13H24Cl2MnNO4P2 as an isolated structure.

CARTESIAN COORDINATES (ANGSTROEM)
1 Mn 0.035 -0.084 0.611
2 P 2.226 -1.269 0.759
3 C 2.428 -1.631 -1.016
4 C 1.100 -1.898 -1.692
5 N -0.036 -1.353 -1.187
6 C -1.218 -1.600 -1.807
7 C -1.285 -2.384 -2.945
8 C -0.126 -2.923 -3.476
9 C 1.077 -2.673 -2.838
10 C -2.499 -1.015 -1.251
11 P -2.201 0.489 -0.265
12 H 2.019 -3.098 -3.187
13 H -2.258 -2.525 -3.415
14 H -0.160 -3.531 -4.375
15 H -3.186 -0.780 -2.077
16 H -3.017 -1.734 -0.595
17 H 2.932 -0.754 -1.469
18 H 3.092 -2.498 -1.137
19 H 1.758 3.808 -1.814
20 O 2.420 3.292 -2.337
21 H 2.430 3.782 -3.193
22 H -1.300 4.645 0.370
23 O -1.054 5.299 -0.321
24 H -1.467 6.122 0.003
25 C -2.274 1.873 -1.446
26 H -3.246 1.914 -1.963
27 H -2.112 2.803 -0.883
28 H -1.468 1.746 -2.183
29 C -3.591 0.640 0.890
30 H -3.410 1.566 1.452
31 H -4.566 0.699 0.378
32 H -3.574 -0.222 1.572
33 C 2.190 -2.877 1.616
34 H 3.107 -3.463 1.444
35 H 2.097 -2.639 2.685
36 H 1.314 -3.449 1.280
37 C 3.747 -0.423 1.265
38 H 3.620 -0.198 2.332
39 H 4.647 -1.040 1.118
40 H 3.831 0.505 0.686
41 Cl 0.564 0.305 5.769
42 C -0.346 1.279 4.601
43 Cl 0.327 2.910 4.427
44 C -0.395 0.508 3.234
45 O -0.996 -0.580 3.193
46 O 0.208 1.087 2.228
47 H -1.382 1.369 4.962

Results
* charge: +2
* Kohn-Sham gap (alpha / beta): 6.098 / 7.878 eV
* HOMO level (alpha / beta): -0.5720 / -0.5720 Eh
* E_LUMO (alpha / beta): -9.47 / -7.69 eV
* spin multiplicity: 5

***

Values of energy above the lowest of the compared OMol25 structures with the same formula, charge and spin, in order: 0.0; 5.0, all in kcal/mol.
Values of maximum force, in order: 2.67; 2.20, all in eV/A.